{"formula": "C17H23MoN5O2S", "method": "ωB97M-V with the def2-TZVPD basis set", "multiplicity": 3, "s2": 2.01, "e_homo_ev": [-21.8, -21.8], "homo_lumo_gap_ev": [4.41, 4.17], "charge": 4, "de_lowest_kj_mol": 202.6, "energy_ev": -42188.47067, "elements": ["N", "C", "C", "H", "H", "H", "N", "C", "C", "H", "H", "H", "N", "C", "C", "H", "H", "H", "Mo", "C", "O", "C", "O", "C", "C", "C", "C", "C", "C", "H", "H", "H", "H", "H", "H", "C", "N", "C", "S", "N", "C", "H", "H", "H", "H", "H", "H", "H", "H"], "coordinates": [[-0.381, 3.667, 1.538], [-0.077, 4.374, 0.667], [0.324, 5.321, -0.382], [-0.565, 5.888, -0.699], [0.756, 4.855, -1.286], [1.069, 6.035, 0.018], [3.161, -1.693, -1.821], [4.025, -2.386, -1.482], [5.128, -3.259, -1.163], [6.000, -2.992, -1.766], [4.836, -4.290, -1.378], [5.380, -3.166, -0.106], [-4.660, 0.172, -0.795], [-4.657, -0.974, -0.607], [-4.854, -2.393, -0.356], [-4.206, -2.748, 0.462], [-4.613, -2.963, -1.269], [-5.915, -2.538, -0.088], [0.237, -0.297, -1.691], [0.204, -1.845, -0.279], [0.139, -2.685, 0.530], [1.515, 0.505, -0.215], [2.136, 0.944, 0.660], [0.700, 1.219, -3.106], [-0.670, 1.311, -2.743], [-1.490, 0.161, -2.799], [-0.961, -1.078, -3.248], [0.389, -1.128, -3.659], [1.202, 0.006, -3.594], [1.366, 2.082, -3.024], [-1.040, 2.238, -2.304], [-2.513, 0.205, -2.427], [-1.539, -1.993, -3.185], [0.816, -2.054, -4.029], [2.223, -0.040, -3.958], [0.061, 1.487, 4.241], [-0.347, 1.277, 2.863], [-0.756, 0.133, 2.316], [-1.452, 0.154, 0.718], [-0.698, -1.040, 2.986], [0.064, -1.289, 4.204], [-0.609, 0.968, 4.922], [0.053, 2.549, 4.476], [1.064, 1.110, 4.444], [-0.572, 2.138, 2.307], [-1.092, -1.855, 2.513], [-0.501, -0.986, 5.098], [0.301, -2.358, 4.280], [1.017, -0.747, 4.216]], "mulliken_charge": [-0.5444, 0.3720, -0.8314, 0.3348, 0.2006, 0.3500, -0.2937, 0.3616, -0.8447, 0.3311, 0.3257, 0.3240, -0.3877, 0.4378, -0.8474, 0.2642, 0.3038, 0.3227, 0.3247, 0.4646, -0.1272, 0.4537, -0.0310, -0.3990, -0.5374, -0.1799, -0.8963, -0.0808, -0.3591, 0.6566, 0.5599, 0.6874, 0.6734, 0.5201, 0.5107, -1.0320, 0.1775, 0.5560, 0.2291, -0.0981, -1.0368, 0.3772, 0.3411, 0.3917, 0.2976, 0.3007, 0.3761, 0.3636, 0.3369]}

***

{"formula": "C2H9N2S", "method": "ωB97M-V with the def2-TZVPD basis set", "multiplicity": 1, "e_homo_ev": -2.4, "homo_lumo_gap_ev": 6.65, "charge": -1, "de_lowest_kj_mol": 185.0, "energy_ev": -16034.63772, "elements": ["C", "S", "H", "H", "H", "N", "C", "N", "H", "H", "H", "H", "H", "H"], "coordinates": [[0.841, 0.372, -2.327], [1.899, -0.381, -1.015], [1.603, 0.211, -3.268], [0.788, 1.522, -2.025], [-0.231, 0.125, -2.435], [0.199, -1.111, 1.948], [-1.110, -0.207, 1.502], [-1.018, 0.763, 0.517], [1.041, -0.627, 1.670], [0.184, -1.983, 1.448], [-1.365, 0.486, 2.422], [-1.794, -1.060, 1.228], [-0.707, 0.368, -0.402], [-0.329, 1.522, 0.738]], "mulliken_charge": [-0.8258, -0.6738, 0.1794, 0.1474, 0.2628, -0.6809, -0.2977, -0.5302, 0.2382, 0.2637, 0.2228, 0.2779, 0.1445, 0.2718]}

***

{"formula": "C3H4S2", "method": "ωB97M-V with the def2-TZVPD basis set", "multiplicity": 1, "e_homo_ev": -8.4, "homo_lumo_gap_ev": 9.01, "charge": 0, "de_lowest_kj_mol": 231.0, "energy_ev": -24843.24757, "elements": ["S", "C", "C", "C", "S", "H", "H", "H", "H"], "coordinates": [[1.717, -2.609, 0.407], [0.980, -1.160, 0.261], [0.624, 0.063, 0.289], [-0.089, 1.201, -0.080], [-1.372, 0.575, -1.389], [0.943, -2.827, 1.483], [-0.723, 1.695, 0.705], [0.515, 2.013, -0.690], [-2.594, 1.050, -0.986]], "mulliken_charge": [-0.2974, 0.0232, 0.1069, -0.4227, -0.2280, 0.1270, 0.3179, 0.2566, 0.1165]}

***

{"formula": "C28H27AsMgNO9PSSe2", "method": "ωB97M-V with the def2-TZVPD basis set", "multiplicity": 1, "e_homo_ev": -2.0, "homo_lumo_gap_ev": 6.47, "charge": -2, "energy_ev": -266502.51350, "elements": ["Mg", "C", "C", "O", "C", "C", "C", "C", "C", "C", "O", "H", "H", "H", "H", "H", "H", "H", "Se", "P", "Se", "C", "C", "C", "C", "C", "C", "C", "C", "C", "C", "C", "C", "H", "H", "H", "H", "H", "H", "H", "H", "H", "H", "O", "As", "O", "O", "C", "C", "C", "C", "C", "C", "S", "O", "O", "O", "H", "H", "H", "H", "H", "C", "C", "N", "O", "H", "H", "H", "H", "H"], "coordinates": [[0.820, -1.015, 0.197], [-2.741, -3.488, 0.000], [-1.636, -2.654, -0.613], [-1.189, -1.742, 0.073], [-1.152, -2.951, -1.960], [-1.938, -3.763, -2.794], [-1.578, -4.066, -4.086], [-0.363, -3.543, -4.564], [0.442, -2.765, -3.782], [0.094, -2.419, -2.434], [0.885, -1.707, -1.749], [-2.853, -3.175, 1.034], [-2.492, -4.549, -0.047], [-3.688, -3.348, -0.525], [-2.870, -4.153, -2.406], [-2.213, -4.675, -4.714], [-0.054, -3.762, -5.583], [1.375, -2.362, -4.153], [2.325, 3.994, -0.208], [0.357, 3.465, -0.926], [-0.070, 1.571, -1.837], [-0.152, 4.755, -2.150], [0.784, 5.571, -2.766], [0.397, 6.473, -3.750], [-0.934, 6.581, -4.119], [-1.880, 5.771, -3.498], [-1.487, 4.863, -2.531], [-0.899, 3.768, 0.397], [-0.638, 4.616, 1.465], [-1.623, 4.897, 2.400], [-2.885, 4.339, 2.280], [-3.150, 3.474, 1.226], [-2.159, 3.182, 0.301], [1.820, 5.492, -2.454], [1.144, 7.097, -4.225], [-1.236, 7.285, -4.884], [-2.925, 5.840, -3.776], [-2.229, 4.221, -2.071], [0.355, 5.041, 1.555], [-1.394, 5.540, 3.241], [-3.647, 4.546, 3.021], [-4.121, 3.000, 1.139], [-2.334, 2.460, -0.487], [-0.978, 0.869, 3.808], [0.491, 0.066, 3.233], [-0.334, -1.711, 3.307], [0.261, 0.292, 1.566], [0.036, -2.885, 3.759], [-0.753, -3.474, 4.764], [-0.512, -4.748, 5.235], [0.541, -5.501, 4.732], [1.345, -4.943, 3.752], [1.114, -3.658, 3.273], [2.190, -3.052, 2.015], [3.274, -3.997, 1.866], [1.340, -2.947, 0.791], [2.571, -1.708, 2.431], [-1.567, 0.959, 3.047], [-1.574, -2.881, 5.147], [-1.155, -5.160, 6.005], [0.731, -6.505, 5.092], [2.182, -5.485, 3.337], [4.886, 0.352, -0.765], [3.715, -0.570, -0.560], [3.881, -1.880, -0.830], [2.644, -0.130, -0.199], [5.826, -0.109, -0.460], [4.699, 1.269, -0.213], [4.944, 0.603, -1.824], [4.811, -2.252, -0.896], [3.121, -2.523, -0.648]], "mulliken_charge": [2.4281, -1.9222, 1.0666, -0.5533, 0.7298, -0.7699, -0.8537, -0.3381, -0.8175, 0.0409, -0.2052, 0.3279, 0.4039, 0.4453, 0.2820, 0.3597, 0.3511, 0.4034, -0.6585, 0.8084, -0.3991, 0.4737, -0.2780, -0.5780, -0.3508, -0.6945, -0.3855, 0.3571, -0.4507, -0.5102, -0.3531, -0.8559, -0.2588, 0.2088, 0.3472, 0.3480, 0.3630, 0.2610, 0.2413, 0.3470, 0.3486, 0.3446, 0.3247, -0.5927, 0.1522, -0.4795, -0.1925, -0.0494, -0.4927, -0.3732, -0.6108, -0.4614, -0.0986, 1.4158, -0.7732, -0.8498, -0.7771, 0.2643, 0.4024, 0.3322, 0.3565, 0.4754, -1.3530, 0.7940, -0.2282, -0.5325, 0.4261, 0.2378, 0.3026, 0.2252, 0.1009]}